Version a
Here is 3 unconnected molecules or ions with the total composition C2H10NO2 from the OMol25 dataset. Energies are from the ωB97M-V functional and the def2-TZVPD basis.

Geometry as XYZ:
```
15
Properties=species:S:1:pos:R:3:mulliken_charge:R:1
C 1.01699 1.69791 0.31186 -0.08
C 1.03852 2.42993 -0.75827 -0.66
N 0.05173 0.48697 0.50909 -0.26
H 1.59458 1.99388 1.14076 0.42
H 2.06824 2.93120 -0.87430 0.23
H 0.36978 2.48810 -1.50180 0.36
H 0.41206 -0.50735 0.59811 0.35
H -0.55522 0.44797 -0.29853 0.28
H -0.53604 0.76273 1.31900 0.39
H 0.52700 -3.82090 0.22838 0.34
H 0.41930 -3.74669 1.88299 0.34
O 0.42531 -3.21276 1.01742 -0.67
H -2.06683 -0.43791 -1.90045 0.32
H -2.76636 -0.97534 -0.74290 0.28
O -1.99906 -0.53773 -0.93134 -0.63
```

## Properties
Kohn-Sham gap = 11.61 eV
HOMO energy = -14.9 eV
Charge = +1


Version b
Here is 3 unconnected molecules or ions with the total composition C2H10NO2 from the OMol25 dataset. Energies are from the ωB97M-V functional and the def2-TZVPD basis.

Geometry as XYZ:
```
15
Properties=species:S:1:pos:R:3:mulliken_charge:R:1
C 0.53996 -1.66996 -0.61331 -0.08
C 1.83580 -1.65753 -0.41425 -0.63
N -0.18531 -0.42193 -0.95881 -0.26
H -0.05885 -2.53359 -0.37843 0.30
H 2.27555 -2.62042 -0.20253 0.26
H 2.46113 -0.78379 -0.49066 0.27
H -0.15180 -0.25774 -1.96881 0.38
H -1.17099 -0.59297 -0.75392 0.36
H 0.08987 0.41403 -0.43518 0.36
H -0.91466 -0.33139 2.89472 0.32
H -1.04879 1.13276 2.47970 0.33
O -0.55795 0.32532 2.28864 -0.63
H -1.78827 2.85869 -0.85619 0.30
H -0.27669 3.10552 -0.68144 0.32
O -0.95235 2.42063 -0.67175 -0.61
```

## Properties
Kohn-Sham gap = 11.95 eV
HOMO energy = -15.2 eV
Charge = +1


Version c
Here is 3 unconnected molecules or ions with the total composition C2H10NO2 from the OMol25 dataset. Energies are from the ωB97M-V functional and the def2-TZVPD basis.

Geometry as XYZ:
```
15
Properties=species:S:1:pos:R:3:mulliken_charge:R:1
C -0.76976 -0.79446 -0.80779 -0.01
C -1.58788 -0.93062 -1.83305 -0.75
N -0.14763 0.52080 -0.52004 -0.23
H -0.43798 -1.45387 -0.01762 0.43
H -1.76031 -1.90210 -2.26619 0.27
H -2.12893 -0.06603 -2.20382 0.26
H -0.26577 1.11680 -1.33610 0.40
H 0.87782 0.60235 -0.29445 0.26
H -0.61283 0.94754 0.29056 0.37
H -0.45675 -0.00048 3.21925 0.33
H -0.73433 -1.07213 2.14657 0.33
O -0.12457 -0.37799 2.40512 -0.63
H 2.60897 1.51630 1.08435 0.33
H 3.12047 1.02239 -0.25744 0.33
O 2.41948 0.87151 0.39066 -0.69
```

## Properties
Kohn-Sham gap = 11.68 eV
HOMO energy = -14.9 eV
Charge = +1


It turns out version b is the most stable, with the second structure 6.1 kcal/mol higher.


Version a
Here is a gas-phase ion, CH6NS2 (charge +1) from the OMol25 dataset. Energies are from the ωB97M-V functional and the def2-TZVPD basis.

Geometry as XYZ:
```
10
Properties=species:S:1:pos:R:3:mulliken_charge:R:1
N 0.66299 0.77450 -1.00585 -0.38
C -0.10773 0.82872 0.20667 -0.65
S -1.19848 -0.95195 0.01284 0.02
S -0.26385 -2.36148 1.06999 -0.15
H 1.39409 1.62782 -1.32472 0.43
H -0.10360 0.64234 -1.72518 0.40
H 1.11805 -0.13443 -1.00261 0.35
H -1.03688 1.45259 0.21578 0.36
H 0.43470 0.65004 1.17866 0.39
H -0.89927 -2.52815 2.37442 0.23
```

## Properties
Kohn-Sham gap = 9.56 eV
SMILES = [NH3+]CSS
HOMO energy = -13.7 eV
Charge = +1


Version b
Here is 2 unconnected molecules or ions with the total composition CH6NS2 from the OMol25 dataset. Energies are from the ωB97M-V functional and the def2-TZVPD basis.

Geometry as XYZ:
```
10
Properties=species:S:1:pos:R:3:mulliken_charge:R:1
C -0.91989 1.39232 0.68166 0.02
N 0.12857 1.32420 -0.02894 0.04
H -1.40094 0.48638 1.02212 0.23
H -1.35681 2.35379 0.94196 0.27
H 0.58600 2.17451 -0.37303 0.29
H 0.56614 0.42400 -0.32197 0.07
S 1.54059 -1.52738 -0.90931 -0.29
S -0.16394 -2.70255 -1.04763 -0.01
H 1.98314 -1.93912 0.28864 0.27
H -0.96287 -1.98615 -0.25351 0.11
```

## Properties
Kohn-Sham gap = 7.94 eV
HOMO energy = -13.5 eV
Charge = +1


It turns out version b is the most stable, with the second structure 20.7 kcal/mol higher.


Version a
Here is a molecular structure, C7H10N4OPS from the OMol25 dataset. Energies are from the ωB97M-V functional and the def2-TZVPD basis.

Geometry as XYZ:
```
24
Properties=species:S:1:pos:R:3:mulliken_charge:R:1
C 2.17950 1.64629 0.85419 -0.57
C 1.23189 0.77912 0.25898 0.20
C 0.16928 0.31668 1.02336 0.26
C 1.57885 0.18037 -0.96251 1.12
C -1.37067 -1.35325 1.45336 -0.69
C -1.29580 -0.76235 2.84117 -0.61
C -1.45448 1.17452 -1.83141 -0.80
N 3.05693 2.28392 1.24537 -0.38
N 0.81576 -0.66533 -1.55909 -0.59
N -0.88569 -0.36221 0.54663 0.14
N 2.79952 0.32089 -1.57874 -0.51
O -2.15219 -1.65072 -1.37363 -0.60
P -1.40508 -0.48228 -0.96856 0.63
S 0.16295 0.33416 2.76770 -0.01
H -0.75433 -2.17656 1.48328 0.34
H -2.41733 -1.72597 1.18969 0.41
H -2.05529 -0.05152 2.94271 0.35
H -1.38010 -1.39543 3.70541 0.47
H -0.58418 1.70642 -1.47465 0.37
H -1.20760 0.81371 -2.87934 0.34
H -2.51308 1.44632 -1.64058 0.39
H 1.16501 -1.42331 -2.21006 0.22
H 3.52338 0.99777 -1.25518 0.27
H 2.79275 0.04875 -2.57811 0.24
```

## Properties
Kohn-Sham gap = 8.26 eV
HOMO energy = -12.9 eV
Charge = +1


Version b
Here is a gas-phase ion, C7H10N4OPS (charge +1) from the OMol25 dataset. Energies are from the ωB97M-V functional and the def2-TZVPD basis.

Geometry as XYZ:
```
24
Properties=species:S:1:pos:R:3:mulliken_charge:R:1
C 1.77009 -0.98010 -1.91941 -0.19
C 0.86348 -0.86120 -0.82040 0.45
C 0.89444 0.26598 -0.13836 -0.21
C -0.20090 -2.02336 -0.71468 0.51
C 0.55642 1.22749 2.07110 -0.57
C 1.76206 2.08078 1.56370 -0.43
C -2.27128 0.90333 -1.18998 -0.69
N 2.39214 -1.20142 -2.84589 -0.35
N -1.44949 -1.84804 -0.61143 -0.57
N -0.05828 0.68832 0.87103 0.26
N 0.42243 -3.21464 -0.60343 -0.44
O -2.23674 2.17608 1.28613 -0.54
P -1.47373 1.41589 0.29428 0.75
S 2.19343 1.48169 -0.03851 -0.06
H 1.10529 0.37550 2.69115 0.32
H -0.14877 1.92507 2.67999 0.35
H 1.42899 3.15051 1.48725 0.33
H 2.67386 2.03215 2.20144 0.40
H -1.63533 1.14520 -2.04918 0.39
H -2.37820 -0.19711 -0.98224 0.34
H -3.28231 1.55322 -1.14495 0.33
H -2.01808 -2.67306 -0.45683 0.14
H 1.32235 -3.42158 -0.95075 0.25
H -0.23187 -4.00071 -0.68003 0.24
```

## Properties
Kohn-Sham gap = 7.49 eV
HOMO energy = -12.9 eV
Charge = +1


It turns out version a is the most stable, with the second structure 34.4 kcal/mol higher.